(A)
C6H10S2 | the ωB97M-V functional and the def2-TZVPD basis

Summary:
HOMO level, eV: -8.4914
Total charge: 0
LUMO level, eV: -0.171
Structure (SMILES): C=CCSC(=S)CC

Cartesian coordinates (Å):
H  -3.53433  0.03626  1.14256
H  -3.58639  -1.97281  0.95552
H  4.08045  0.34459  -0.88031
H  -3.32896  -0.50486  -1.27828
C  2.73781  -0.42265  0.60726
H  2.66815  -0.83590  1.64920
H  -2.23055  -1.80877  -0.84258
H  1.76630  1.21871  -0.74117
C  3.92078  -0.22258  -0.02277
S  -1.03667  1.73781  0.04915
C  -1.16101  0.14414  -0.41870
H  -1.83782  -1.10406  1.59304
C  -2.40712  -0.78032  -0.51568
S  0.36605  -0.80018  -0.52202
C  1.58195  0.48509  0.14417
H  4.86204  -0.73214  0.56183
H  1.06875  1.11326  0.96407
C  -2.87204  -0.99639  0.94608

---

(B)
C6H10S2 | the ωB97M-V functional and the def2-TZVPD basis

Summary:
HOMO level, eV: -8.6429
Total charge: 0
LUMO level, eV: 0.742
Structure (SMILES): C=C(SC)C(=C)SC

Cartesian coordinates (Å):
H  1.25029  -1.78000  1.31151
H  1.01524  2.68220  0.86786
H  -2.79438  -0.89443  -1.26219
C  1.46429  1.84025  0.38750
S  1.54251  -0.62040  -0.78787
C  2.09665  -1.49362  0.69167
H  -1.01054  2.71457  -0.83716
H  2.61539  -2.39111  0.31998
C  -1.48142  1.82942  -0.38714
H  2.54672  1.84601  0.24872
C  -0.73554  0.79984  0.04669
C  0.73882  0.79805  -0.04518
H  -2.55676  1.86506  -0.27486
H  -1.24268  -1.76715  -1.32874
H  -2.59466  -2.41846  -0.34472
H  2.78283  -0.88699  1.29076
S  -1.53989  -0.62540  0.79637
C  -2.09689  -1.49785  -0.69318

---

(C)
C6H10S2 | the ωB97M-V functional and the def2-TZVPD basis

Summary:
HOMO level, eV: -8.1859
Total charge: 0
LUMO level, eV: 0.826
Structure (SMILES): CC1=C[C@@H](S)[C@H](C)S1

Cartesian coordinates (Å):
C  0.73820  -1.20012  0.46215
H  1.85153  -0.27716  -1.23702
C  0.16557  1.07713  -0.60444
S  2.58800  0.91114  0.54859
H  0.34007  1.92695  -1.09621
H  1.78251  1.25270  1.51947
H  1.05266  -2.48769  -1.00537
H  -2.22492  2.49893  0.75198
C  0.24015  -2.24008  -0.47536
C  -0.87534  0.87998  0.17381
H  -0.15112  -3.04235  0.23054
H  -0.47397  -1.88979  -1.17524
H  -2.98667  0.93140  0.50640
H  -2.14202  2.01103  -0.89307
C  -2.09840  1.63539  0.17577
S  -0.69963  -0.50772  1.31193
H  1.59566  -1.52836  1.09377
C  1.29771  0.04862  -0.28770

---

(B) is the most stable structure; the next one sits 3.2 kcal/mol above it.

---

(A)
C5H6N4O2 | the ωB97M-V functional and the def2-TZVPD basis

Summary:
HOMO level, eV: -9.2054
Total charge: 0
LUMO level, eV: 0.611
Structure (SMILES): Cn1c(=O)n2n(c1=O)CN=C2

Cartesian coordinates (Å):
H  2.57242  1.96807  0.45335
N  -0.97347  -0.24801  -0.25760
C  2.49153  -1.19543  0.07856
O  -0.76518  1.97960  -0.43897
H  -2.91368  0.41832  -0.84965
H  -2.77644  -0.15220  0.88355
H  2.82006  -2.16227  0.25491
O  -0.50356  -2.53006  0.17440
N  1.06836  0.50511  -0.37349
N  3.17651  -0.13992  0.23460
H  -2.86247  -1.16919  -0.44902
N  1.12562  -0.90564  -0.37787
C  -2.40665  -0.27216  -0.12240
H  2.79716  1.60925  -1.14328
C  -0.21972  0.87952  -0.37281
C  2.37336  1.06176  -0.26628
C  -0.16493  -1.37009  -0.07088

---

(B)
C5H6N4O2 | the ωB97M-V functional and the def2-TZVPD basis

Summary:
HOMO level, eV: -9.9905
Total charge: 0
LUMO level, eV: -0.355

Cartesian coordinates (Å):
N  -1.54449  -0.93162  1.92401
H  1.21870  -1.52004  1.20553
N  0.10950  0.31741  -1.38166
H  3.37804  -1.19087  -0.11607
O  -2.51028  -0.65439  2.60756
N  1.20170  0.44126  -2.09739
H  -3.33950  0.51872  0.72508
C  -2.34814  0.68080  0.29822
N  -1.46937  -0.35574  0.74565
C  0.19960  -0.33904  -0.29168
C  2.32931  -0.07161  -1.65219
H  -1.98552  1.66801  0.60253
O  -0.67406  -1.72612  2.22842
H  3.18822  0.09543  -2.28479
C  1.27960  -0.96090  0.28768
H  -2.39915  0.64074  -0.78958
C  2.43639  -0.78897  -0.45637

---

(A) is the most stable structure; the next one sits 122.3 kcal/mol above it.

---

(A)
C6H11N | the ωB97M-V functional and the def2-TZVPD basis

Summary:
2S+1: 2
HOMO level (spin up / spin down), eV: -14.0084 / -14.9723
Total charge: +1
Expectation value of S²: 0.773
LUMO level (spin up / spin down), eV: -4.679 / -7.284

Cartesian coordinates (Å):
N  -1.29747  -1.23251  -0.34169
H  1.43321  -1.47211  0.01361
C  0.47730  0.34069  0.18502
H  1.49553  -0.61001  -1.43139
H  -4.01555  1.35533  0.18712
H  -2.01958  -1.65871  0.23202
H  3.74044  -0.70353  0.19808
C  -3.14441  0.75194  -0.05086
C  -1.86881  0.99247  0.35459
H  3.37263  0.81575  -0.70941
H  -3.36075  0.17026  -0.94843
C  -0.84692  -0.03318  0.21480
H  -0.49795  -1.86515  -0.32757
H  -1.72530  1.79117  1.07575
H  2.87567  0.53988  0.95187
C  2.99222  0.05390  -0.02789
H  0.77482  1.20703  0.77356
C  1.61493  -0.44322  -0.34919

---

(B)
C6H11N | the ωB97M-V functional and the def2-TZVPD basis

Summary:
2S+1: 2
HOMO level (spin up / spin down), eV: -12.6303 / -14.7838
Total charge: +1
Expectation value of S²: 0.806
LUMO level (spin up / spin down), eV: -6.719 / -6.408

Cartesian coordinates (Å):
H  2.30888  0.08568  -1.64996
C  2.03822  0.13325  -0.58622
H  -0.16112  0.60416  -2.20509
H  4.05360  -0.03623  -0.01505
C  -2.56660  -0.92283  0.75815
N  -2.62456  0.46037  0.41435
H  0.33832  0.13784  0.80197
H  -2.08208  1.69931  -1.20708
H  -2.65534  -1.64531  -0.14789
H  2.90621  0.34870  1.32904
H  -1.58845  -1.27833  1.22453
H  -3.29205  -1.26426  1.61647
C  0.63637  0.28209  -0.28352
C  -1.68136  0.93549  -0.53153
C  -0.41203  0.52513  -1.15705
C  3.09292  -0.17832  0.41220
H  3.15245  -1.25756  0.75718
H  -1.46339  1.37081  0.46949

---

(A) is the most stable structure; the next one sits 80.7 kcal/mol above it.

---

(A)
C4H7FN2 | the ωB97M-V functional and the def2-TZVPD basis

Summary:
HOMO level, eV: -9.2645
Total charge: 0
LUMO level, eV: 0.909

Cartesian coordinates (Å):
H  0.27878  -0.10989  2.16445
H  1.59215  -0.71135  1.05513
C  -0.37975  -0.61066  -1.23638
C  0.48537  -0.63597  1.14119
H  -0.14733  2.57250  -2.07333
H  -1.21226  -1.45884  -1.48059
C  -0.01643  1.35875  -0.09227
H  1.19876  1.85020  0.27907
N  -0.22179  0.01325  0.09973
C  -0.29200  1.56124  -1.60772
H  0.48995  -1.26987  -1.45187
N  -0.40288  0.45883  -2.21816
F  -0.88775  2.03278  0.79161
H  0.20856  -1.60411  1.30886

---

(B)
C4H7FN2 | the ωB97M-V functional and the def2-TZVPD basis

Summary:
HOMO level, eV: -9.7735
Total charge: 0
LUMO level, eV: 0.678
Structure (SMILES): [H]/N=C/C(C)=N/CF

Cartesian coordinates (Å):
N  -0.02994  -1.13840  0.76405
H  1.23608  -2.36985  -0.49078
H  2.14981  -1.37056  0.71606
H  -3.07605  1.72558  0.78213
H  -2.17870  -0.34942  1.33615
N  -2.14757  1.53452  0.41244
C  -0.34305  -0.02719  0.26492
C  0.39308  0.85895  -0.68373
F  1.22453  -2.99605  1.40055
C  1.25572  -1.97219  0.52779
C  -1.68130  0.40847  0.72045
H  1.46998  0.73479  -0.60042
H  0.10572  1.88907  -0.48904
H  0.08887  0.61711  -1.70142

---

(B) is the most stable structure; the next one sits 23.1 kcal/mol above it.